Record 1
A cluster of 9 separate species, C39H83F24N7OP5 in total at a distorted geometry. Source: OMol25; level of theory: ωB97M-V with the def2-TZVPD basis set.

Values from the calculation:
- frontier orbital gap (spin up / spin down) (eV) = 8.91 / 3.63
- total charge = +2
- 2S+1 = 2
- HOMO level (spin up / spin down) (eV) = -13.530 / -13.527
- ⟨S²⟩ = 0.754

Structure (XYZ):
```
159
Properties=species:S:1:pos:R:3:mulliken_spin:R:1
C -4.0064 -3.8577 -1.8303 0.000
C -3.6861 -4.1216 -3.3350 0.000
N -2.8644 -5.2794 -3.4425 0.000
C -1.6790 -5.5905 -2.8702 0.000
C -1.2345 -6.7960 -3.3515 0.000
N -2.1577 -7.2519 -4.2558 0.000
C -3.1739 -6.2992 -4.3263 0.000
C -1.9821 -8.3961 -5.0888 0.000
H -4.4503 -4.6579 -1.2380 0.000
H -4.7816 -3.0956 -1.7506 0.000
H -3.2064 -3.4241 -1.2303 0.000
H -3.1538 -3.2733 -3.7653 0.000
H -4.6756 -4.2354 -3.7777 0.000
H -1.2252 -4.9534 -2.1255 0.000
H -0.3235 -7.3702 -3.2698 0.000
H -4.0997 -6.3033 -4.8825 0.000
H -2.7485 -9.1657 -4.9974 0.000
H -1.0000 -8.8537 -4.9697 0.000
H -2.1547 -8.0298 -6.1008 0.000
C -3.4602 5.6513 -7.3238 0.000
C -3.5327 4.1213 -7.1875 0.000
N -3.0979 3.6988 -5.8419 0.000
C -2.7284 4.5455 -4.7538 0.000
C -2.4527 3.7193 -3.6402 0.000
N -2.6996 2.4008 -4.0150 0.000
C -2.9698 2.3980 -5.3516 0.000
C -2.5593 1.2465 -3.1282 0.000
H -4.0998 5.8595 -8.1815 0.000
H -2.4682 6.0886 -7.4364 0.000
H -3.8378 6.2251 -6.4774 0.000
H -2.8061 3.6598 -7.8562 0.000
H -4.4945 3.6460 -7.3807 0.000
H -2.6291 5.6165 -4.8503 0.000
H -1.9983 3.8213 -2.6658 0.000
H -3.1124 1.5001 -5.9347 0.000
H -2.9039 0.3635 -3.6664 0.000
H -3.0895 1.3958 -2.1876 0.000
H -1.4779 1.1831 -3.0074 0.000
C -7.5221 3.5472 0.4025 0.000
C -6.9148 2.4561 -0.5223 0.000
N -5.8988 1.6437 0.1363 0.000
C -5.6705 0.2796 -0.0494 0.000
C -4.7000 -0.1341 0.8271 0.000
N -4.3857 0.9580 1.6023 0.000
C -5.0095 2.0380 1.0897 0.000
C -3.4946 1.0134 2.7260 0.000
H -8.3634 4.0862 -0.0332 0.000
H -6.8052 4.3155 0.6921 0.000
H -7.9605 3.0912 1.2902 0.000
H -6.4345 3.0420 -1.3060 0.000
H -7.6184 1.7904 -1.0221 0.000
H -6.2670 -0.2503 -0.7773 0.000
H -4.3907 -1.1512 1.0174 0.000
H -5.0260 2.9938 1.5923 0.000
H -3.6490 0.2743 3.5120 0.000
H -3.4576 2.0262 3.1274 0.000
H -2.5002 0.7535 2.3631 -0.001
C -0.5175 3.7844 -0.0474 0.000
C -0.1598 4.7671 1.1240 0.000
C -0.3049 4.1753 2.4989 0.000
C 0.4171 2.7444 2.7303 -0.001
P 2.2819 2.7571 2.7914 0.002
C 2.9274 4.3905 3.5540 0.000
C 2.6002 4.3637 5.0702 0.000
C 2.3348 5.7522 5.6155 0.000
C 3.6655 6.5473 5.7640 0.000
C 2.8226 1.3921 3.8445 0.003
C 4.3766 1.2155 3.9920 0.001
C 4.6852 0.7703 5.4409 0.000
C 6.2229 0.5104 5.7212 0.000
C 2.9480 2.6298 1.1176 0.000
C 2.8096 1.2526 0.4598 0.000
C 3.7163 0.9870 -0.7705 0.000
C 3.1574 1.8173 -1.9264 0.000
H -0.7582 4.2331 -1.0111 0.000
H -1.3727 3.1703 0.2344 0.000
H 0.3344 3.1386 -0.2602 0.000
H -0.6976 5.7110 1.0347 0.000
H 0.8774 5.0589 0.9593 0.000
H -1.3825 4.1124 2.6502 0.000
H 0.0116 4.9765 3.1668 0.000
H 0.0864 2.0402 1.9669 0.001
H 0.1542 2.3195 3.6990 0.000
H 2.4370 5.1879 2.9957 0.000
H 3.9868 4.3460 3.3015 0.000
H 3.3556 3.9649 5.7472 0.000
H 1.6715 3.8391 5.2947 0.000
H 2.0321 5.7109 6.6618 0.000
H 1.5527 6.3205 5.1119 0.000
H 4.2815 6.1251 6.5579 0.000
H 3.4785 7.5767 6.0699 0.000
H 4.1754 6.6679 4.8082 0.000
H 2.3410 0.4979 3.4491 -0.003
H 2.3394 1.5266 4.8122 0.001
H 4.8300 2.1660 3.7105 0.000
H 4.8235 0.5595 3.2449 0.000
H 4.1031 -0.1264 5.6534 0.000
H 4.4280 1.5908 6.1109 0.000
H 6.8085 1.4295 5.6978 0.000
H 6.6348 -0.0903 4.9104 0.000
H 6.4696 0.0038 6.6543 0.000
H 3.9388 3.0633 1.2535 0.000
H 2.5525 3.4359 0.4996 0.000
H 1.7619 1.0480 0.2392 0.000
H 3.0256 0.4969 1.2150 0.000
H 3.7342 -0.0873 -0.9540 0.000
H 4.7860 1.1205 -0.6088 0.000
H 2.0798 1.9347 -1.8121 0.000
H 3.4371 1.4412 -2.9105 0.000
H 3.3599 2.8883 -1.9336 0.000
C 3.9813 -4.3250 -4.4136 0.000
N 3.6240 -3.6720 -3.0201 0.000
C 3.0466 -2.2584 -3.2474 0.000
C 2.3871 -4.3728 -2.4684 0.000
C 4.8628 -3.6592 -2.0557 0.000
C 5.2780 -4.9756 -1.4564 0.000
O 5.6309 -5.9946 -2.4177 0.000
H 4.6872 -3.6680 -4.9218 0.000
H 3.1688 -4.1753 -5.1246 0.000
H 4.3321 -5.3473 -4.2717 0.000
H 3.1009 -1.7605 -2.2793 0.000
H 2.0039 -2.2652 -3.5650 0.000
H 3.7539 -1.8296 -3.9574 0.000
H 1.5550 -4.3657 -3.1724 0.000
H 2.1996 -3.8271 -1.5437 0.000
H 2.7348 -5.3789 -2.2343 0.000
H 4.5547 -3.0328 -1.2185 0.000
H 5.6697 -3.1809 -2.6108 0.000
H 4.4953 -5.3538 -0.7987 0.000
H 6.0393 -4.8126 -0.6935 0.000
H 6.0859 -6.7112 -1.9692 0.000
P 3.7191 -2.8024 1.8315 0.000
F 4.1351 -1.7302 0.7124 0.000
F 2.7558 -1.7527 2.6266 -0.001
F 2.4916 -3.2272 0.8084 0.000
F 3.0507 -3.8520 2.8677 0.000
F 4.6880 -3.9797 1.3282 0.000
F 4.8204 -2.2038 2.9004 0.000
P -0.4453 -0.9742 5.1969 -0.023
F 1.0380 -1.5032 4.7820 0.161
F -0.1323 -1.1406 6.7816 0.042
F 0.0885 0.5784 5.1863 0.024
F -1.9023 -0.4900 5.6680 0.015
F -0.8270 -0.9155 3.6028 0.196
F -0.8649 -2.5554 5.0487 0.480
P -3.6913 -4.0181 2.2590 -0.006
F -4.4453 -5.3882 1.9741 0.003
F -4.6899 -3.2486 1.2815 0.003
F -4.6814 -3.6110 3.4854 0.003
F -2.8605 -2.6594 2.4860 0.061
F -2.6144 -4.7589 3.2088 0.034
F -2.6766 -4.2961 1.0979 0.004
P -0.6909 -0.9592 -0.3610 0.000
F -1.8996 -1.4022 0.6393 0.000
F 0.1548 -0.9203 0.9845 0.002
F -0.0620 -2.4575 -0.4934 0.000
F 0.5076 -0.4905 -1.3722 0.000
F -1.7799 -1.0859 -1.5621 0.000
F -0.9489 0.5959 0.0971 -0.001
```



Record 2
A structure of composition C34H28CuNO4Te. Source: OMol25; level of theory: ωB97M-V with the def2-TZVPD basis set.

Values from the calculation:
- frontier orbital gap (eV) = 4.99
- total charge = -2
- HOMO level (eV) = -0.690
- energy above the lowest of the compared OMol25 structures with the same formula, charge and spin (eV) = 0.602

Structure (XYZ):
```
69
Properties=species:S:1:pos:R:3:mulliken_charge:R:1
Cu 1.1638 -1.9586 -2.1321 -0.692
O 0.6542 -0.4632 -0.0334 0.927
C 1.9137 -0.0879 0.5118 2.759
C 3.0380 -0.1126 -0.6091 0.025
O 4.0744 0.5078 -0.3366 -0.759
O 2.8072 -0.8161 -1.6177 -0.542
C 1.7862 1.3029 1.1187 -1.118
C 2.8376 1.8604 1.8501 0.006
C 2.7121 3.1146 2.4223 -0.882
C 1.5336 3.8410 2.2816 -0.597
C 0.4870 3.2959 1.5550 -0.492
C 0.6153 2.0354 0.9788 0.055
C 2.3240 -1.0916 1.5938 -0.895
C 1.6927 -1.0592 2.8345 0.261
C 2.0271 -1.9656 3.8297 -0.850
C 3.0015 -2.9241 3.5965 -0.369
C 3.6194 -2.9797 2.3546 -0.828
C 3.2812 -2.0746 1.3594 -0.404
H 0.3270 -1.2741 0.3785 -0.453
H 3.7564 1.2993 1.9428 0.462
H 3.5414 3.5334 2.9818 0.346
H 1.4352 4.8236 2.7295 0.386
H -0.4343 3.8509 1.4235 0.524
H -0.1941 1.6122 0.3996 0.088
H 0.9342 -0.3074 3.0197 0.470
H 1.5212 -1.9251 4.7873 0.354
H 3.2676 -3.6336 4.3720 0.375
H 4.3684 -3.7372 2.1556 0.360
H 3.7624 -2.1281 0.3914 0.473
C 0.1831 -3.6908 -1.7336 -1.665
C -0.2725 -3.6294 -0.3569 0.754
C -1.4295 -2.9103 0.0204 -0.269
C -1.8476 -2.8209 1.3381 0.076
C -1.1392 -3.4416 2.3618 -0.716
C 0.0134 -4.1482 2.0205 -0.386
C 0.4342 -4.2382 0.7076 -0.427
H -0.6322 -3.6585 -2.4608 0.333
H 0.8387 -4.5452 -1.9163 0.499
H -1.9886 -2.3963 -0.7535 0.121
H -2.7380 -2.2424 1.5662 0.377
H -1.4552 -3.3521 3.3943 0.344
H 0.6053 -4.6177 2.7992 0.396
H 1.3499 -4.7728 0.4751 0.287
O 0.6428 -1.2590 -6.2165 -0.757
C 0.5463 -1.0171 -5.0395 0.606
N 0.4306 -0.7765 -3.8816 -0.307
Te -0.3742 1.6344 -2.9247 0.349
C -1.1816 3.4262 -2.0337 -0.081
C -2.5310 3.7866 -2.0539 -0.194
C -2.9575 4.9971 -1.5308 -0.556
C -2.0400 5.8879 -0.9811 -0.376
C -0.6972 5.5458 -0.9563 -0.572
C -0.2751 4.3244 -1.4712 -0.395
C -2.0236 0.4822 -2.2964 0.176
C -2.6354 0.7498 -1.0738 0.065
C -3.7551 0.0334 -0.6737 -0.760
C -4.2716 -0.9647 -1.4880 -0.463
C -3.6486 -1.2520 -2.6949 -0.518
C -2.5298 -0.5364 -3.0976 -0.463
H -3.2553 3.1019 -2.4809 0.460
H -4.0115 5.2524 -1.5535 0.358
H -2.3758 6.8320 -0.5683 0.356
H 0.0285 6.2224 -0.5184 0.347
H 0.7717 4.0519 -1.4100 0.288
H -2.2334 1.5225 -0.4305 0.341
H -4.2133 0.2448 0.2858 0.397
H -5.1379 -1.5336 -1.1707 0.290
H -4.0262 -2.0522 -3.3206 0.355
H -2.0221 -0.7783 -4.0209 0.339
```